ORCA calculation (ωB97M-V/def2-TZVPD) on a cluster of 2 separate species, C2H5N3 in total.

Results
Orbital gap (spin up / spin down): 8.95 / 8.85 eV
Lowest unoccupied orbital energy (spin up / spin down): 0.726 / 0.680 eV
E: -243.34068 hartree
Relative energy (zero: lowest compared OMol25 entry of this formula, charge and spin): 3.300 eV
Largest force on an atom: 3.0 eV Å⁻¹

Structure (ORCA input):
```
! RIJCOSX wB97M-V def2-TZVPD def2/J DEFGRID3
* xyz 0 1
C 0.38 0.38 0.09
C 0.80 0.85 1.46
N -1.47 -1.67 -1.72
N -0.82 0.23 -0.17
N -1.10 -0.57 -1.93
H 1.20 0.18 -0.60
H 1.38 0.05 1.93
H -0.08 1.06 2.07
H 1.42 1.74 1.39
H -1.70 -2.25 -2.53
*
```

=====

ORCA calculation (ωB97M-V/def2-TZVPD) on a structure of composition C3H5Br3O2.

Results
Orbital gap (spin up / spin down): 3.81 / 3.63 eV
Lowest unoccupied orbital energy (spin up / spin down): -3.768 / -3.855 eV
E: -7989.72356 hartree
Relative energy (zero: lowest compared OMol25 entry of this formula, charge and spin): 2.149 eV
Largest force on an atom: 1.7 eV Å⁻¹

Structure (ORCA input):
```
! RIJCOSX wB97M-V def2-TZVPD def2/J DEFGRID3
* xyz 0 1
C 0.95 0.16 -0.79
C 0.17 -0.40 0.40
C -1.20 -0.89 -0.05
O 0.01 0.54 1.41
O 0.79 -1.53 0.94
Br -1.39 -2.04 -1.46
Br -2.71 -0.22 0.75
Br -1.24 3.31 -0.70
H 0.37 0.93 -1.31
H 1.21 -0.64 -1.48
H 1.87 0.62 -0.41
H -0.21 1.41 1.05
H 1.38 -1.24 1.65
*
```

=====

ORCA calculation (ωB97M-V/def2-TZVPD) on a structure of composition C33H32N3O2PS3Tc.

Results
Orbital gap (spin up / spin down): 5.82 / 5.81 eV
Lowest unoccupied orbital energy (spin up / spin down): -1.054 / -1.073 eV
E: -3208.08678 hartree
⟨S²⟩: 0.777
Relative energy (zero: lowest compared OMol25 entry of this formula, charge and spin): 0.974 eV
Largest force on an atom: 5.7 eV Å⁻¹

Structure (ORCA input):
```
! RIJCOSX wB97M-V def2-TZVPD def2/J DEFGRID3
* xyz 0 2
Tc 0.14 0.04 -0.04
O -1.43 -1.53 0.29
C -1.94 -0.44 0.16
C -3.02 0.39 0.18
C -4.37 -0.02 0.38
C -5.37 0.91 0.37
C -5.10 2.27 0.19
C -3.79 2.71 0.00
C -2.76 1.79 -0.03
P -1.03 2.11 -0.41
C -0.69 3.69 0.45
C -0.31 3.62 1.78
C -0.16 4.77 2.52
C -0.40 6.01 1.94
C -0.78 6.08 0.61
C -0.93 4.93 -0.14
C -1.04 2.58 -2.18
C 0.17 2.88 -2.80
C 0.22 3.10 -4.16
C -0.94 3.03 -4.92
C -2.15 2.77 -4.30
C -2.20 2.54 -2.93
H -4.57 -1.07 0.55
H -6.40 0.59 0.51
H -5.91 2.98 0.17
H -3.58 3.76 -0.14
H -0.14 2.64 2.21
H 0.13 4.72 3.56
H -0.31 6.91 2.52
H -0.97 7.04 0.15
H -1.23 4.98 -1.18
H 1.07 2.90 -2.20
H 1.16 3.33 -4.65
H -0.91 3.17 -5.99
H -3.06 2.72 -4.87
H -3.14 2.30 -2.46
C 2.02 1.20 0.03
C 2.95 0.24 -0.57
C 3.10 0.14 -1.96
C 3.79 -0.90 -2.54
C 4.42 -1.84 -1.72
C 4.43 -1.66 -0.34
C 3.69 -0.64 0.23
C 4.97 -3.02 -2.26
N 5.35 -4.03 -2.64
H 1.99 2.13 -0.55
H 2.33 1.46 1.04
H 2.63 0.88 -2.60
H 3.83 -1.01 -3.61
H 5.01 -2.33 0.28
H 3.67 -0.52 1.30
S 1.08 -2.72 -0.82
C 1.86 -4.14 -0.54
N 2.69 -4.47 0.48
C 3.33 -5.74 0.22
C 2.39 -6.37 -0.82
N 1.75 -5.20 -1.37
H 3.11 -3.76 1.05
H 3.41 -6.34 1.12
H 4.34 -5.60 -0.20
H 1.66 -7.04 -0.34
H 2.92 -6.93 -1.59
H 1.03 -5.24 -2.07
C -1.08 -0.53 -6.06
O -0.30 -0.46 -4.89
C -0.92 -0.48 -3.71
S -2.55 -0.60 -3.49
S 0.20 -0.37 -2.44
H -0.36 -0.48 -6.88
H -1.78 0.31 -6.11
H -1.64 -1.46 -6.11
C 0.28 -0.02 2.11
H -0.67 -0.11 2.65
H 0.87 0.72 2.65
H 0.81 -0.97 2.24
*
```

=====

ORCA calculation (ωB97M-V/def2-TZVPD) on a structure of composition C4H8N2O2.

Results
Orbital gap: 7.48 eV
Lowest unoccupied orbital energy: -0.170 eV
E: -417.02038 hartree
Relative energy (zero: lowest compared OMol25 entry of this formula, charge and spin): 6.410 eV
Largest force on an atom: 2.8 eV Å⁻¹

Structure (ORCA input):
```
! RIJCOSX wB97M-V def2-TZVPD def2/J DEFGRID3
* xyz 0 1
C 0.28 0.46 1.19
C -1.01 0.96 0.60
C 0.52 -0.67 0.26
N 0.43 -1.95 0.66
C -1.00 0.47 -1.25
O 1.81 0.08 -1.47
N 0.56 -0.49 -1.07
O -0.94 1.37 -2.08
H 1.71 0.81 -2.09
H 0.51 -2.19 1.63
H 0.66 -2.67 -0.01
H 1.06 1.21 1.07
H 0.22 0.13 2.23
H -1.87 -0.21 -1.22
H -1.04 2.02 0.38
H -1.88 0.67 1.18
*
```

=====

Q: Which formula does entry 1 have?
A: C2H5N3

=====

Q: The highest largest force on an atom belongs to which entry?
A: C33H32N3O2PS3Tc

=====

Copy entry 2 word for word.
ORCA calculation (ωB97M-V/def2-TZVPD) on a structure of composition C3H5Br3O2.

Results
Orbital gap (spin up / spin down): 3.81 / 3.63 eV
Lowest unoccupied orbital energy (spin up / spin down): -3.768 / -3.855 eV
E: -7989.72356 hartree
Relative energy (zero: lowest compared OMol25 entry of this formula, charge and spin): 2.149 eV
Largest force on an atom: 1.7 eV Å⁻¹

Structure (ORCA input):
```
! RIJCOSX wB97M-V def2-TZVPD def2/J DEFGRID3
* xyz 0 1
C 0.95 0.16 -0.79
C 0.17 -0.40 0.40
C -1.20 -0.89 -0.05
O 0.01 0.54 1.41
O 0.79 -1.53 0.94
Br -1.39 -2.04 -1.46
Br -2.71 -0.22 0.75
Br -1.24 3.31 -0.70
H 0.37 0.93 -1.31
H 1.21 -0.64 -1.48
H 1.87 0.62 -0.41
H -0.21 1.41 1.05
H 1.38 -1.24 1.65
*
```

=====

Q: Which of these has the highest largest force on an atom?
A: C33H32N3O2PS3Tc